(1)
114
Properties=species:S:1:pos:R:3 method="wB97M-V/def2-TZVPD" relative_energy_kcal_mol=22.0 s2=0.777 charge=+2 spin_multiplicity=2 gap_ev="6.1 / 5.9" homo_ev="-12.91 / -12.93" mol_weight_g_mol=1044.516
V -0.816 -0.134 -0.201
C 3.211 -3.140 0.367
C 2.049 -2.979 1.275
N 1.808 -3.834 2.190
C 0.688 -3.719 3.030
C -0.161 -2.695 3.082
C -1.312 -2.711 4.050
O -0.853 -2.133 5.279
C 0.040 -1.533 2.141
C 1.018 0.918 1.961
N 0.073 1.202 0.904
C -0.828 2.252 1.340
C -2.035 1.940 1.966
C -2.910 2.934 2.378
C -2.587 4.266 2.182
C -1.379 4.597 1.588
C -0.504 3.601 1.175
I 1.333 4.162 0.378
C 1.084 -1.860 1.046
O 0.958 -1.305 -0.039
H 3.677 -4.103 0.556
H 2.914 -3.055 -0.679
H 3.933 -2.342 0.544
H 0.544 -4.576 3.679
H -2.155 -2.144 3.649
H -1.625 -3.743 4.218
H -1.543 -2.169 5.952
H 1.082 1.804 2.585
H -2.302 0.901 2.111
H -3.846 2.662 2.850
H -3.264 5.049 2.495
H -1.111 5.635 1.446
C 2.497 0.187 5.679
C 1.298 0.797 4.969
N 0.686 -0.228 4.098
C 0.579 -0.247 2.825
S 2.786 0.446 1.613
N -1.223 -1.145 1.467
N -1.498 -1.828 0.338
C -1.533 -2.947 -0.265
C -1.701 -4.291 0.349
C -1.358 -2.708 -1.722
C -1.594 -3.661 -2.686
C -1.389 -3.327 -4.022
C -0.952 -2.057 -4.330
C -0.724 -1.153 -3.299
N -0.908 -1.460 -2.019
H 2.926 0.927 6.352
H 3.261 -0.109 4.960
H 2.209 -0.681 6.273
H 1.588 1.662 4.383
H 0.525 1.097 5.676
H 0.314 -1.027 4.636
H -1.918 -4.206 1.410
H -0.802 -4.895 0.208
H -2.527 -4.814 -0.136
H -1.946 -4.646 -2.408
H -1.577 -4.053 -4.801
H -0.784 -1.750 -5.353
H -0.383 -0.151 -3.517
Ge 3.281 1.112 -0.536
C 4.399 2.678 -0.413
C 5.265 2.872 0.661
C 6.106 3.977 0.688
C 6.085 4.892 -0.355
C 5.225 4.705 -1.429
C 4.386 3.599 -1.460
C 4.233 -0.376 -1.321
C 5.525 -0.704 -0.911
C 6.202 -1.761 -1.502
C 5.601 -2.489 -2.521
C 4.324 -2.155 -2.954
C 3.644 -1.104 -2.353
H 1.964 1.307 -1.285
H 5.278 2.176 1.492
H 6.775 4.124 1.526
H 6.739 5.754 -0.331
H 5.208 5.419 -2.242
H 3.714 3.467 -2.302
H 6.018 -0.128 -0.134
H 7.205 -2.010 -1.177
H 6.135 -3.306 -2.988
H 3.866 -2.708 -3.764
H 2.644 -0.851 -2.694
C -2.672 3.607 -3.430
C -1.945 2.254 -3.376
C -0.728 2.414 -2.463
C -2.978 1.172 -3.071
C -3.874 0.855 -4.095
C -4.934 -0.006 -3.890
C -5.158 -0.542 -2.627
C -4.300 -0.265 -1.575
C -4.586 -0.707 -0.154
C -5.415 -1.984 -0.059
C -5.269 0.441 0.600
C -3.185 0.545 -1.842
O -2.227 0.688 -0.873
H -1.984 4.399 -3.729
H -3.073 3.855 -2.445
H -3.502 3.589 -4.136
H -1.578 2.040 -4.386
H -1.011 2.773 -1.474
H -0.054 3.152 -2.898
H -0.141 1.497 -2.335
H -3.734 1.312 -5.068
H -5.609 -0.238 -4.703
H -6.022 -1.173 -2.467
H -3.634 -0.896 0.342
H -6.421 -1.844 -0.457
H -5.527 -2.278 0.986
H -4.953 -2.813 -0.602
H -6.251 0.643 0.168
H -4.680 1.357 0.541
H -5.409 0.183 1.652


(2)
114
Properties=species:S:1:pos:R:3 method="wB97M-V/def2-TZVPD" s2=3.782 charge=0 spin_multiplicity=4 gap_ev="5.9 / 5.9" homo_ev="-6.21 / -6.46" mol_weight_g_mol=961.692
Tc -0.057 -0.066 -0.439
C -0.345 -4.151 -6.046
C -0.207 -3.001 -5.096
C -0.877 -1.809 -5.338
C -0.797 -0.768 -4.444
C -0.022 -0.841 -3.279
N -0.006 0.219 -2.385
C -0.208 1.461 -2.983
C 0.501 1.797 -4.144
C 0.231 2.945 -4.850
C -0.760 3.821 -4.424
C -1.077 5.053 -5.215
C -1.419 3.546 -3.236
C -1.157 2.391 -2.505
N -1.854 2.136 -1.322
C -2.997 2.770 -0.893
C -3.128 2.705 0.437
C -1.964 1.934 0.988
N -1.102 1.714 -0.188
C 0.667 -2.051 -3.029
C 0.551 -3.103 -3.938
N 1.511 -2.209 -1.923
C 2.740 -2.808 -2.069
C 3.637 -2.883 -1.076
C 3.279 -2.272 0.249
N 1.169 -1.650 -0.685
H -0.831 -3.827 -6.964
H -0.952 -4.940 -5.599
H 0.627 -4.572 -6.294
H -1.474 -1.694 -6.229
H -1.356 0.134 -4.640
H 1.260 1.110 -4.493
H 0.786 3.165 -5.750
H -0.997 4.846 -6.281
H -0.369 5.847 -4.972
H -2.078 5.410 -4.987
H -2.155 4.245 -2.867
H -3.683 3.180 -1.609
H -3.946 3.038 1.043
H -2.316 0.944 1.337
H 1.053 -4.034 -3.723
H 2.958 -3.194 -3.052
H 4.615 -3.304 -1.230
H 3.668 -2.856 1.088
C -0.599 5.857 1.462
C -1.702 4.865 1.821
N -1.217 3.738 2.588
C -0.654 4.046 3.893
C 0.868 4.136 3.929
C -1.121 2.474 2.145
S 0.451 2.588 -0.024
N -0.444 1.656 2.905
C -0.029 0.405 2.668
O -0.024 -0.182 1.549
C 0.596 -0.228 3.843
C 1.140 -1.510 3.751
C 1.801 -2.063 4.829
C 1.929 -1.353 6.013
C 1.375 -0.086 6.117
C 0.713 0.473 5.046
H -1.002 6.614 0.793
H 0.210 5.336 0.957
H -0.207 6.357 2.343
H -2.146 4.499 0.898
H -2.482 5.369 2.406
H -0.974 3.253 4.574
H -1.098 4.987 4.222
H 1.297 3.223 3.528
H 1.198 4.254 4.958
H 1.233 4.976 3.348
H 1.041 -2.055 2.828
H 2.218 -3.058 4.751
H 2.458 -1.781 6.852
H 1.461 0.470 7.041
H 0.291 1.462 5.120
C -4.127 -3.345 -0.017
Ge -3.384 -1.540 0.401
C -3.083 -1.472 2.386
C -4.867 -0.259 0.003
C -1.869 -1.236 -0.855
H -4.895 -3.615 0.705
H -3.358 -4.111 -0.005
H -4.578 -3.341 -1.006
H -3.633 -2.278 2.865
H -3.451 -0.534 2.796
H -2.038 -1.572 2.660
H -5.791 -0.596 0.464
H -5.031 -0.191 -1.069
H -4.656 0.739 0.370
H -2.339 -0.770 -1.728
H -1.572 -2.235 -1.185
C -0.050 -5.763 1.848
C -0.762 -4.601 1.595
C -0.126 -3.492 1.078
C 1.242 -3.504 0.804
C 1.952 -4.677 1.068
C 1.307 -5.788 1.586
N 1.817 -2.291 0.359
C 3.960 -0.921 0.316
C 5.134 -0.844 1.061
C 5.927 0.288 1.033
C 5.548 1.374 0.264
C 4.369 1.322 -0.460
C 3.589 0.179 -0.446
H -0.543 -6.634 2.256
H -1.813 -4.549 1.827
H -0.674 -2.584 0.900
H 3.010 -4.758 0.873
H 1.879 -6.687 1.778
H 5.437 -1.695 1.656
H 6.847 0.316 1.599
H 6.173 2.254 0.223
H 4.059 2.169 -1.054
H 2.696 0.148 -1.055